(1)
DFT (ωB97M-V/def2-TZVPD) results for a cluster of 15 separate species, C46H98BN14O22 in total in a non-equilibrium geometry.

XYZ file:
```
181
Properties=species:S:1:pos:R:3:forces:R:3
O -1.66638 -1.37899 -2.46279 0.775 -0.362 0.237
C -0.59049 -1.20815 -1.93750 -1.137 0.710 0.189
O -0.40732 -0.62944 -0.76792 0.878 0.121 0.734
B 1.06854 -0.39475 -0.54859 -0.237 0.955 -0.967
O 1.70469 -0.86643 -1.80036 -0.487 -0.222 0.325
C 0.78595 -1.49156 -2.50894 0.307 -0.075 -0.325
O 0.98484 -2.19029 -3.45276 0.456 -0.409 -0.661
O 1.67612 -1.01598 0.59471 -0.355 -0.215 0.466
C 2.11894 -0.06931 1.43862 -0.350 -0.843 -0.085
O 2.39812 -0.27257 2.58025 0.381 0.264 -0.051
C 2.07318 1.25832 0.67164 0.699 0.875 2.250
O 1.33406 1.09168 -0.36820 -0.500 -0.534 -1.175
O 2.57556 2.25839 1.13541 -0.319 -0.305 -0.911
C -1.33514 3.75017 -0.95507 0.729 0.844 -0.956
C -2.56681 3.74462 -0.07570 2.387 0.369 -2.056
O -3.51022 3.13796 -0.48809 -2.549 -1.200 0.095
N -2.55235 4.56721 0.95929 0.511 1.549 0.917
C -3.76595 4.93154 1.59623 -2.061 -1.385 0.958
H -1.52110 4.45496 -1.82489 0.026 -0.798 0.990
H -1.02914 2.79798 -1.38163 -0.627 -0.272 0.098
H -0.43755 4.09805 -0.47994 0.447 0.476 0.526
H -1.74466 5.12811 1.17593 0.387 -0.185 -0.061
H -4.57655 5.21295 0.90709 0.491 0.283 -0.130
H -3.71135 5.65757 2.41688 0.577 -0.152 -0.468
H -4.15972 3.98850 2.02140 -0.128 0.468 0.221
C -1.43811 1.21268 -7.52046 0.091 -2.542 0.542
C -1.37816 1.31932 -6.01482 2.920 1.217 0.254
O -0.30991 1.36940 -5.37767 -0.875 -0.311 -0.764
N -2.56131 1.41860 -5.43124 -0.267 -0.087 0.250
C -2.62952 1.40054 -3.96697 -0.400 2.209 -0.962
H -2.40837 0.74246 -7.63390 -0.198 0.010 -1.048
H -0.66788 0.52672 -7.92791 -0.397 0.193 0.606
H -1.33180 2.06188 -8.11851 -0.136 1.813 -0.364
H -3.34825 1.31781 -6.07034 -0.232 -0.132 1.091
H -2.72789 0.44032 -3.61234 -0.641 -2.320 0.740
H -3.46139 2.03838 -3.66739 0.044 -0.176 0.226
H -1.70804 1.75685 -3.50599 -0.024 0.348 -0.544
C 0.71067 9.12032 2.46196 -0.128 -0.227 -0.782
C 2.00775 8.66126 1.83655 0.671 0.125 2.217
O 3.00434 9.35879 1.86769 0.679 1.388 -0.509
N 2.10483 7.36676 1.54909 -0.991 -0.640 -0.101
C 3.37586 6.73128 1.36782 0.686 0.246 -0.268
H 0.45109 8.51438 3.32514 -0.103 -0.324 -0.125
H -0.02969 9.02317 1.68599 -0.811 -0.095 -0.007
H 0.74959 10.14468 2.77841 0.326 0.500 -0.055
H 1.28898 6.80453 1.76748 0.001 -0.252 -0.082
H 3.32153 6.06506 0.53051 0.184 -0.253 -0.679
H 3.66963 6.10680 2.20097 -0.103 -0.103 0.554
H 4.16011 7.49645 1.23282 -0.521 -0.401 -0.115
C -4.25470 -3.30580 3.09337 -0.712 1.551 -0.997
C -3.83920 -1.87827 2.63489 1.553 -0.147 1.162
O -4.56545 -1.13647 2.02852 -1.095 0.683 -0.630
N -2.55487 -1.50013 3.00364 -1.075 0.283 -0.393
C -1.91207 -0.19064 2.69348 -2.243 -0.686 -0.263
H -4.05382 -3.92076 2.22992 -0.019 -0.531 -0.228
H -5.36096 -3.36028 3.30415 1.340 0.194 -0.017
H -3.60602 -3.57477 3.89314 0.135 -0.570 0.825
H -1.96890 -2.23706 3.32922 0.566 -0.227 0.605
H -1.45978 0.24095 3.57926 0.126 -0.093 0.095
H -2.71077 0.49457 2.30001 0.750 -0.657 0.395
H -1.21138 -0.37463 1.91013 0.765 0.249 -0.504
C -4.10991 -1.58386 -8.10459 0.777 -0.476 1.360
C -4.62590 -1.48608 -6.67625 -0.413 1.036 -0.401
O -5.01167 -0.40580 -6.21538 0.184 -0.530 -0.114
N -4.59369 -2.63814 -5.96701 0.581 1.026 -0.269
C -4.76423 -2.55287 -4.50712 -1.338 -2.321 -1.242
H -3.06262 -1.26772 -8.03175 -0.187 -0.145 -0.295
H -4.59811 -0.98961 -8.84105 -0.636 0.546 -0.185
H -4.13925 -2.62299 -8.35579 0.208 -0.612 -0.633
H -3.97940 -3.37131 -6.35613 -0.373 0.463 0.519
H -4.77655 -1.58771 -4.06968 0.144 0.997 -0.132
H -3.97814 -3.15923 -4.12954 0.641 -0.345 0.910
H -5.72823 -3.07373 -4.30924 0.571 0.468 0.418
C -0.51476 -5.26340 -5.17495 -0.476 -0.527 0.087
C -1.16024 -4.09058 -5.96183 0.804 -1.624 0.646
O -2.10496 -4.23948 -6.75056 0.468 0.383 0.516
N -0.45202 -2.98870 -5.73586 -0.288 0.327 -0.690
C -0.76185 -1.74474 -6.41295 1.365 0.159 0.665
H -1.27925 -5.96127 -4.79415 0.255 0.283 -0.365
H 0.06200 -4.94135 -4.27765 -0.315 -0.072 -0.820
H 0.12798 -5.83539 -5.87921 -0.288 0.423 0.438
H 0.16281 -2.96175 -4.92214 -0.280 0.126 -0.397
H -1.32062 -1.16298 -5.67579 -0.012 0.508 -0.570
H -1.30776 -1.95374 -7.31653 -0.357 -0.125 -0.099
H 0.20326 -1.25111 -6.71077 -0.996 -0.193 0.537
C 5.60339 -6.20326 2.93746 1.268 -1.405 0.344
C 4.83400 -4.96453 3.08886 -1.812 -0.247 1.976
O 4.55629 -4.55416 4.25218 0.159 0.148 -2.302
N 4.34981 -4.45749 1.94968 -0.218 0.185 -0.589
C 3.58307 -3.25366 1.95366 -0.165 0.987 1.352
H 6.44436 -6.00749 2.29632 0.013 -0.401 -1.270
H 5.06340 -7.17519 2.75501 0.360 1.369 -0.282
H 6.16144 -6.32469 3.84175 -0.104 -0.279 1.050
H 4.56843 -4.84464 1.03614 0.080 -0.463 0.587
H 2.58111 -3.30216 2.41050 0.500 -0.319 0.286
H 3.37118 -2.84650 1.00084 0.239 0.015 -1.337
H 4.20335 -2.53028 2.48476 -0.526 0.406 0.181
C 3.88712 8.22370 4.70308 0.719 0.976 0.418
C 2.53371 8.38289 5.27419 -0.425 0.072 1.294
O 1.88273 7.40493 5.63680 -0.334 0.927 -0.067
N 2.15519 9.68342 5.53601 0.802 -1.435 -0.411
C 0.93998 9.92917 6.27852 -1.714 -0.593 -1.021
H 4.60118 8.32771 5.53689 -0.112 0.110 -0.287
H 4.05173 8.97952 3.95242 0.341 0.280 -0.269
H 4.05880 7.27144 4.27448 -0.151 -0.984 -0.397
H 2.97227 10.27346 5.47576 -0.693 0.697 0.074
H 0.97984 10.79537 6.94299 0.200 -0.246 -0.156
H 0.70586 8.98272 6.80531 0.177 0.705 0.137
H 0.04004 10.04246 5.55757 1.433 0.150 1.011
C 0.46226 -5.01444 4.13033 0.341 1.626 -0.398
C 0.48587 -3.54413 4.68406 0.744 -2.739 -1.803
O -0.54371 -2.93171 4.71525 -2.022 1.457 0.485
N 1.67880 -3.08430 4.98311 1.825 0.733 0.414
C 1.94043 -1.69128 5.41013 0.324 -0.827 -1.936
H -0.22458 -4.98193 3.25972 0.266 -0.300 0.677
H 0.09006 -5.60008 4.95135 -0.259 -0.641 0.036
H 1.45398 -5.35272 3.79193 -0.336 -0.010 0.286
H 2.49735 -3.67108 4.77398 -0.455 0.432 0.242
H 2.19772 -1.72249 6.42890 0.712 0.233 1.319
H 1.02921 -1.11147 5.32511 -0.057 0.048 -0.342
H 2.75572 -1.30196 4.73972 -0.902 -0.098 0.953
C -6.76005 -1.76697 -0.13438 -0.714 1.482 -0.440
C -5.39463 -2.00356 -0.78600 -2.016 -0.650 0.490
O -5.08220 -3.18221 -0.91535 0.727 -0.919 -0.023
N -4.64065 -1.01349 -1.21588 -0.177 1.032 0.084
C -4.92458 0.39075 -1.05282 0.745 0.989 1.050
H -7.48272 -1.06894 -0.67818 1.087 -1.007 0.364
H -6.63509 -1.32212 0.84019 0.410 0.441 0.314
H -7.23375 -2.71418 0.09485 0.027 -0.232 -0.554
H -3.72218 -1.25219 -1.51726 0.702 -0.297 -0.348
H -5.12674 0.68071 -0.00854 0.156 -0.414 -0.174
H -5.76738 0.73490 -1.61259 -0.583 0.006 -0.701
H -4.05195 1.00545 -1.33455 -0.404 -0.503 -0.008
C 0.26413 3.37042 3.10579 1.046 1.109 -1.813
C 0.52196 4.84157 3.36774 -1.958 0.034 -1.040
O -0.08901 5.67684 2.64673 1.088 -0.158 0.566
N 1.29110 5.19719 4.39456 -0.231 -1.623 -0.539
C 1.85144 4.25584 5.38390 -1.128 0.186 -0.979
H 1.25420 2.95433 2.90078 -0.161 -0.462 0.177
H -0.34321 3.26010 2.16183 0.401 0.088 1.368
H -0.14594 2.95800 3.98671 -0.692 -0.898 0.701
H 1.39589 6.17223 4.53424 0.198 0.836 0.490
H 2.77616 3.84312 4.98174 -0.185 -0.566 0.127
H 1.04183 3.49951 5.62128 1.407 0.662 -0.039
H 2.11608 4.84802 6.24157 -0.102 0.096 0.489
C -1.42478 -4.08414 0.27293 -0.382 -0.995 -0.172
C -1.52539 -4.55236 -1.14931 -2.299 0.146 0.433
O -0.58082 -4.98586 -1.79526 -0.099 0.001 -0.323
N -2.85217 -4.64643 -1.53279 3.149 -1.760 -1.025
C -3.16496 -5.47721 -2.68390 -1.279 1.095 -0.304
H -1.06577 -4.97723 0.80215 -0.522 0.262 0.262
H -2.38448 -3.72095 0.59198 -0.450 -0.192 0.459
H -0.74773 -3.32555 0.50055 1.495 1.347 -0.104
H -3.60028 -4.14709 -1.10807 -0.623 0.661 0.581
H -4.23229 -5.33145 -2.87252 -0.075 -0.189 0.180
H -3.00927 -6.55465 -2.55970 0.453 0.326 0.058
H -2.72110 -5.05102 -3.57955 0.487 -0.463 -0.077
C 6.44817 0.12185 1.03602 1.624 0.701 0.587
C 6.66003 1.19822 -0.00760 -0.177 0.556 -0.325
O 7.46883 2.10985 0.10243 -0.255 -0.461 0.116
N 5.72778 1.20096 -1.01721 0.632 0.541 -0.093
C 5.12782 0.00152 -1.58116 0.265 0.041 -0.576
H 7.11183 0.37920 1.89456 -0.378 -0.357 -0.708
H 6.65669 -0.89788 0.70042 -0.313 0.186 0.011
H 5.44652 0.29606 1.36438 -0.879 -0.521 0.310
H 5.78103 2.04710 -1.60306 0.055 -0.919 0.351
H 5.89763 -0.62428 -2.17224 -1.352 0.741 0.903
H 4.34009 0.39345 -2.23268 0.174 -0.569 -0.211
H 4.60036 -0.58474 -0.80867 0.488 0.043 -0.327
C 1.58060 -5.69956 0.60361 1.005 -0.707 -0.766
C 2.57647 -5.98892 -0.51285 0.158 0.115 -0.917
O 3.63517 -6.58192 -0.28652 -0.308 0.360 -0.094
N 2.21415 -5.52481 -1.74751 -0.542 -0.110 1.427
C 2.97236 -5.83518 -2.91359 0.922 -0.311 -0.188
H 1.45864 -4.61627 0.66304 -0.513 -0.248 0.179
H 2.13129 -6.10060 1.44306 -0.381 0.150 0.634
H 0.67931 -6.29881 0.40344 0.095 0.624 0.221
H 1.24639 -5.18574 -1.78392 0.383 -0.062 -0.363
H 2.47169 -6.49678 -3.60917 -0.405 -0.016 -0.159
H 3.86380 -6.35350 -2.58795 0.165 -0.324 0.209
H 3.36992 -4.97792 -3.44018 -0.380 0.532 -0.175
```
Positions in Å, forces in eV/Å.

Calculated values
Multiplicity ... 1
Calculated total energy ... -4258.85052 hartree
Net charge ... -1


(2)
DFT (ωB97M-V/def2-TZVPD) results for a cluster of 2 separate species, C4H9N in total in a non-equilibrium geometry.

XYZ file:
```
14
Properties=species:S:1:pos:R:3:forces:R:3
C 0.11336 0.59603 1.18064 -3.260 0.052 0.767
C -0.97438 -0.10774 0.68812 1.413 1.927 0.815
C -1.57111 0.23512 -0.61645 0.123 -0.006 -0.400
C 1.41620 -0.55909 -0.09424 0.481 -2.848 -2.004
N 1.37306 -0.21536 -1.34111 0.043 -1.402 -0.027
H 2.24217 -0.04404 -1.84468 -0.085 1.361 0.853
H 0.27422 1.61478 0.84931 0.357 -0.209 -0.446
H 0.42992 0.41442 2.19904 0.331 -0.315 -0.053
H 2.28054 -0.45763 0.57073 -0.003 0.285 0.033
H -1.34318 -0.98290 1.20794 0.243 -0.183 -0.005
H 0.79040 -1.47490 0.13943 0.693 1.349 0.249
H -1.62218 1.31485 -0.76389 -0.153 -0.030 0.068
H -0.86385 -0.10874 -1.40190 -0.188 -0.042 0.179
H -2.54515 -0.22482 -0.77294 0.005 0.060 -0.030
```
Positions in Å, forces in eV/Å.

Calculated values
Multiplicity ... 1
SMILES string ... C=CC.C=N
Calculated total energy ... -212.43129 hartree
Net charge ... 0
Energy relative to the best compared isomer or geometry (same formula, charge and spin) ... 3.2622 eV


(3)
DFT (ωB97M-V/def2-TZVPD) results for an isolated molecule of C4H6O.

XYZ file:
```
11
Properties=species:S:1:pos:R:3:forces:R:3
C 1.95355 -0.21474 0.27563 0.304 0.137 0.060
O 0.76826 -0.97508 0.15277 -0.121 -0.079 0.070
C -2.36528 0.58691 0.23956 0.104 -0.057 -0.052
C -1.26125 0.09789 -0.25404 -0.009 0.000 0.019
C -0.14825 -0.41994 -0.70747 -0.284 0.141 -0.077
H 1.72571 0.84494 0.44886 0.027 -0.157 0.006
H 2.58871 -0.30222 -0.61676 -0.108 0.007 0.072
H 2.48786 -0.61519 1.13916 -0.002 0.060 -0.140
H -3.23358 -0.04284 0.41844 0.110 0.066 -0.071
H -2.44671 1.63906 0.50302 0.026 -0.139 -0.056
H 0.09167 -0.45474 -1.77230 -0.046 0.020 0.168
```
Positions in Å, forces in eV/Å.

Calculated values
Multiplicity ... 1
SMILES string ... C=C=COC
Calculated total energy ... -231.15690 hartree
Net charge ... 0
Energy relative to the best compared isomer or geometry (same formula, charge and spin) ... 1.8182 eV


(4)
DFT (ωB97M-V/def2-TZVPD) results for a structure of composition H22O27S4Zn2 in a non-equilibrium geometry.

XYZ file:
```
55
Properties=species:S:1:pos:R:3:forces:R:3
Zn 1.19969 2.01409 0.83110 -0.896 0.961 -0.434
Zn -3.04633 0.45850 -0.49189 1.470 1.181 -0.458
S 0.16459 -0.82101 -0.08235 -0.461 3.054 -0.447
O -0.12264 -2.05523 0.65900 0.000 -1.517 0.535
O -1.11463 -0.24499 -0.52145 0.722 -0.832 -0.339
O 0.79202 0.15847 0.85337 -0.207 -2.494 0.208
O 1.09085 -1.07693 -1.19809 -0.330 -0.862 0.705
S 3.32503 3.35882 0.17419 0.570 2.963 1.096
O 3.70025 3.76341 -1.16075 0.532 -0.053 -0.886
O 1.97978 3.82481 0.55802 -1.338 1.663 0.137
O 3.13708 1.90603 0.29675 1.788 -2.897 -0.130
O 4.23649 3.92019 1.19931 0.817 -0.730 -0.049
S -1.99729 2.48682 1.74176 -0.349 0.967 0.592
O -2.49947 3.76480 2.26918 0.019 -0.894 -0.035
O -2.80374 2.10606 0.54458 0.112 0.403 -0.261
O -0.55311 2.60767 1.49284 -0.618 0.273 -0.401
O -2.17442 1.35581 2.69131 -0.037 -0.704 1.155
S -2.43457 2.12764 -3.32896 -1.376 1.543 -0.768
O -3.64338 2.65035 -4.00896 -0.426 -0.057 -0.388
O -2.95144 1.29248 -2.19632 -0.735 -1.005 0.975
O -1.66584 1.27482 -4.20377 0.824 -0.833 -0.717
O -1.67493 3.26614 -2.81284 0.934 -0.025 0.607
O -3.60255 -1.39702 -1.19649 -0.625 -0.985 -0.382
H -2.92494 -2.09734 -1.23081 0.396 0.173 0.246
H -4.42301 -1.82465 -1.45127 -0.050 0.288 -0.131
O 0.89928 2.10026 -1.25035 -1.108 0.158 -1.309
H 0.14375 2.49840 -1.74911 0.171 -0.219 0.390
H 1.52470 1.81632 -1.92485 0.103 -0.046 0.110
O 4.03184 -0.49331 -1.10223 0.357 -0.161 -0.038
H 3.24271 -1.02590 -0.95762 -0.212 0.194 0.030
H 3.83052 0.34719 -0.65016 -0.109 0.115 0.030
O 1.17591 -3.82144 -2.17409 0.087 -0.120 -0.010
H 0.27872 -3.99126 -2.47215 -0.067 0.146 0.016
H 1.18908 -2.86001 -1.99568 -0.051 -0.018 0.173
O 1.87814 2.06200 2.87442 0.540 0.013 0.983
H 1.55137 1.82740 3.74703 -0.338 -0.163 -0.210
H 2.77572 2.39317 3.01487 0.004 0.082 -0.522
O 1.03245 -4.02184 1.97724 -0.242 -0.191 0.362
H 0.50066 -3.24384 1.68072 0.522 -0.343 -0.195
H 1.38970 -4.38238 1.16062 -0.012 0.249 -0.130
O -3.36146 -0.48843 1.35786 -0.642 -0.615 0.373
H -2.76908 -0.05055 2.01719 -0.185 0.975 -0.020
H -3.64367 -1.30511 1.77287 0.124 -0.137 -0.244
O 1.45844 -0.55790 -3.68619 0.051 -0.362 0.055
H 1.25771 -0.73417 -2.72595 0.062 0.509 -0.947
H 2.29876 -1.00133 -3.83717 0.054 0.120 0.172
O 2.36398 -1.26152 2.68165 -0.004 0.345 0.099
H 2.01890 -2.15436 2.61926 -0.117 -0.156 -0.087
H 1.74733 -0.70841 2.14685 0.433 -0.264 0.211
O -1.98751 -3.60722 -0.50469 0.069 -0.465 -0.207
H -1.12162 -3.29782 -0.13965 -0.341 0.450 -0.101
H -2.55349 -3.68012 0.26774 0.104 0.101 0.140
O -1.07730 -1.24025 3.15914 -0.294 -0.321 -0.011
H -1.27018 -0.30294 2.95688 0.355 0.027 0.135
H -0.79885 -1.63437 2.30808 -0.054 0.516 0.324
```
Positions in Å, forces in eV/Å.

Calculated values
Multiplicity ... 1
Calculated total energy ... -7196.25051 hartree
Net charge ... -4
Energy relative to the best compared isomer or geometry (same formula, charge and spin) ... 0.0000 eV


> Which value of net charge does entry 2 give?

0


> net charge of number 3 (C4H6O)?

0